Entry 1:
A 5-piece molecular cluster, C63H35F3IN2O10S overall at a distorted geometry, computed with ωB97M-V/def2-TZVPD.

```
115
Properties=species:S:1:pos:R:3:forces:R:3:lowdin_charge:R:1
O 1.11328 4.59509 -2.45090 -4.35 9.38 -1.64 0.097
C 0.54587 5.77391 -2.74885 3.59 -6.02 2.54 -0.159
F 0.47694 6.95256 -1.84322 0.15 -3.89 -3.22 0.034
N -0.08866 5.91234 -4.11499 -1.71 3.18 1.99 0.050
C 0.42845 7.10955 -4.88034 6.11 -0.09 -6.97 -0.142
O 1.28127 6.84031 -5.90862 -6.76 2.28 8.06 0.088
F 0.14791 8.53501 -4.59420 0.22 -4.89 -0.20 0.024
C -1.58439 5.95143 -3.89353 -5.65 -0.67 0.72 -0.059
C -2.43546 4.53878 -4.16669 -1.62 2.64 1.07 0.154
C -4.06422 4.47768 -3.90504 3.30 0.46 -0.15 -0.039
F -4.73761 3.16550 -4.13576 2.25 5.65 1.09 0.003
N -4.79345 5.71088 -3.40867 3.40 -0.90 -0.24 -0.466
S -6.51120 5.57045 -3.11081 -0.11 -0.55 0.82 0.775
C -4.09161 7.04759 -3.14805 3.12 -1.85 -1.02 -0.518
I -5.36538 8.73009 -2.42537 1.65 -1.83 -0.82 0.892
C -2.46727 7.22881 -3.36969 -1.54 -3.43 -0.71 0.046
H -1.85286 3.58114 -4.54139 -1.53 2.16 0.85 0.144
H -6.58141 5.12535 -1.75363 0.71 0.49 -1.57 -0.031
H -1.94865 8.25661 -3.13916 -1.31 -2.23 -0.51 0.122
C -5.88986 -0.71123 3.46763 0.31 0.07 -0.13 -0.044
C -6.77563 -0.24215 2.49791 0.23 0.13 -0.27 -0.049
C -6.28564 0.32124 1.31860 -0.13 -0.12 0.27 0.006
C -4.90466 0.42713 1.11326 -0.44 -0.11 0.28 -0.089
C -4.01932 -0.01944 2.09350 -0.42 -0.21 0.38 -0.079
C -4.51294 -0.60071 3.26874 -0.28 0.00 0.00 0.016
C -2.56156 0.13243 1.90927 0.79 -0.58 1.16 -0.257
O -1.78305 -0.26282 2.76830 -0.54 0.52 -0.67 0.091
C -2.05632 0.77500 0.67967 0.55 0.27 -0.45 -0.073
C -0.67951 0.97771 0.51796 0.11 0.16 -0.31 0.022
C -0.19222 1.57260 -0.64779 -0.15 -0.14 0.27 -0.044
C -1.07494 1.95714 -1.65665 -0.44 -0.08 0.18 -0.070
C -2.44742 1.76151 -1.49583 0.42 0.10 0.03 -0.004
C -2.93953 1.17805 -0.32079 0.46 0.20 -0.35 -0.083
C -4.39539 1.00810 -0.14493 -0.95 0.25 -0.79 -0.279
O -5.17222 1.35003 -1.02914 0.40 0.02 0.33 0.080
H -6.27161 -1.15869 4.38271 0.10 0.08 -0.18 0.114
H -7.84886 -0.31675 2.65855 0.21 0.01 -0.05 0.112
H -6.98308 0.68057 0.56371 0.30 -0.08 0.08 0.120
H -3.82759 -0.96402 4.03250 -0.04 0.15 -0.28 0.121
H 0.01670 0.67746 1.29946 -0.31 -0.01 -0.11 0.125
H 0.87679 1.73382 -0.76904 -0.21 -0.04 0.03 0.114
H -0.69505 2.41395 -2.56793 0.01 -0.11 0.15 0.083
H -3.13091 2.06874 -2.28566 -0.02 -0.20 0.28 0.092
C -0.59079 -2.52797 3.91200 -0.09 -0.40 0.04 -0.073
C 0.71780 -2.40175 3.44653 0.02 -0.36 -0.22 -0.051
C 1.25944 -3.38046 2.61165 -0.11 0.28 0.20 0.009
C 0.49392 -4.49583 2.25053 0.05 0.48 0.31 -0.090
C -0.80588 -4.63417 2.73583 0.00 0.56 0.27 -0.099
C -1.35380 -3.64203 3.55932 0.25 0.26 0.08 -0.001
C -1.60509 -5.83072 2.40173 -1.21 -0.09 0.44 -0.289
O -2.74822 -5.95132 2.82473 0.56 0.05 -0.16 0.086
C -1.00403 -6.88311 1.55836 -0.06 -0.61 -0.26 -0.089
C -1.72946 -8.04928 1.28153 0.12 -0.26 -0.19 0.007
C -1.17360 -9.04368 0.47376 -0.07 0.34 0.20 -0.055
C 0.10085 -8.87291 -0.06612 0.09 0.33 0.13 -0.055
C 0.82798 -7.71469 0.21257 -0.16 -0.25 -0.04 0.008
C 0.27784 -6.72224 1.03459 -0.02 -0.58 -0.32 -0.087
C 1.06893 -5.51708 1.35256 1.40 0.22 -0.55 -0.281
O 2.19093 -5.36829 0.88226 -0.70 -0.09 0.28 0.096
H -1.01612 -1.76069 4.55519 0.12 -0.23 -0.17 0.103
H 1.31678 -1.53974 3.73174 -0.11 -0.16 -0.05 0.111
H 2.27995 -3.27266 2.24788 -0.27 -0.19 -0.01 0.122
H -2.37263 -3.73654 3.93093 0.23 -0.15 -0.15 0.120
H -2.72639 -8.18904 1.69651 0.26 0.20 -0.04 0.122
H -1.73655 -9.95072 0.26437 0.09 0.19 0.05 0.109
H 0.53122 -9.64412 -0.70128 -0.07 0.16 0.13 0.110
H 1.82432 -7.59052 -0.20847 -0.23 0.13 0.21 0.122
C 4.80921 8.08845 -7.38054 -0.10 -0.35 -0.15 -0.057
C 6.11780 8.21467 -7.84601 0.04 -0.30 -0.21 -0.055
C 6.65944 7.23596 -8.68088 -0.10 0.25 0.19 0.010
C 5.89392 6.12059 -9.04200 0.03 0.55 0.36 -0.084
C 4.59412 5.98224 -8.55671 0.07 0.55 0.29 -0.082
C 4.04620 6.97439 -7.73321 0.15 0.23 0.09 0.001
C 3.79491 4.78570 -8.89080 -1.22 -0.13 0.44 -0.278
O 2.65178 4.66510 -8.46781 0.52 0.06 -0.17 0.087
C 4.39597 3.73331 -9.73418 -0.06 -0.59 -0.26 -0.088
C 3.67054 2.56714 -10.01101 0.14 -0.25 -0.21 0.003
C 4.22640 1.57273 -10.81877 -0.07 0.34 0.21 -0.057
C 5.50085 1.74351 -11.35866 0.10 0.33 0.14 -0.053
C 6.22798 2.90173 -11.07997 -0.16 -0.25 -0.05 0.011
C 5.67784 3.89417 -10.25794 -0.04 -0.58 -0.31 -0.085
C 6.46893 5.09934 -9.93997 1.48 0.17 -0.63 -0.276
O 7.59093 5.24812 -10.41028 -0.78 -0.10 0.34 0.103
H 4.38388 8.85573 -6.73734 0.06 -0.14 -0.12 0.106
H 6.71678 9.07668 -7.56079 -0.10 -0.17 -0.08 0.109
H 7.67995 7.34376 -9.04466 -0.28 -0.18 -0.02 0.124
H 3.02737 6.87988 -7.36161 0.34 -0.13 -0.23 0.083
H 2.67361 2.42738 -9.59602 0.26 0.21 -0.05 0.119
H 3.66345 0.66570 -11.02817 0.09 0.19 0.05 0.108
H 5.93122 0.97230 -11.99382 -0.07 0.16 0.12 0.110
H 7.22432 3.02590 -11.50101 -0.24 0.13 0.20 0.124
C -1.34212 -5.96281 6.28851 -0.02 0.14 0.32 -0.055
C -0.00222 -6.15103 5.95051 0.18 0.14 0.36 -0.053
C 1.00160 -5.80861 6.85791 -0.21 -0.10 -0.28 0.013
C 0.66494 -5.26458 8.10336 -0.21 -0.19 -0.56 -0.085
C -0.67370 -5.05360 8.43147 -0.17 -0.23 -0.55 -0.085
C -1.68041 -5.41434 7.52642 0.11 -0.11 -0.29 0.011
C -1.03834 -4.43457 9.72217 -1.38 0.20 0.33 -0.280
O -2.21417 -4.25216 10.01264 0.66 -0.08 -0.17 0.095
C 0.03411 -4.03083 10.65326 0.19 0.30 0.57 -0.087
C -0.29493 -3.39023 11.85502 0.24 0.10 0.23 0.006
C 0.71241 -3.01706 12.74739 -0.21 -0.15 -0.32 -0.057
C 2.04674 -3.29012 12.44759 -0.02 -0.16 -0.34 -0.057
C 2.37780 -3.92311 11.24861 -0.08 0.16 0.26 0.007
C 1.36971 -4.28530 10.34534 0.19 0.26 0.57 -0.086
C 1.73268 -4.92201 9.06385 1.47 -0.30 -0.34 -0.279
O 2.90549 -5.15816 8.79751 -0.74 0.17 0.17 0.097
H -2.12481 -6.23820 5.58503 0.11 0.06 0.10 0.104
H 0.26183 -6.56672 4.98063 -0.02 0.06 0.17 0.106
H 2.04530 -5.96320 6.58923 -0.21 0.09 0.24 0.123
H -2.72822 -5.26519 7.78116 0.31 0.03 0.10 0.122
H -1.33449 -3.17623 12.09814 0.21 -0.15 -0.21 0.121
H 0.45508 -2.51505 13.67757 0.03 -0.11 -0.18 0.108
H 2.83109 -3.00606 13.14583 -0.14 -0.07 -0.15 0.108
H 3.42207 -4.12864 11.01913 -0.32 -0.02 -0.11 0.122
```
Positions in Å, forces in eV/Å.

Values from the calculation:
Net charge: +1
E_tot (hartree): -4278.54094
Multiplicity: 1
E_HOMO (hartree): -0.3882
LUMO (eV): -6.20
Orbital gap (eV): 4.359
F_max (hartree/bohr): 0.2093

---

Entry 2:
C63H43BCdN9O5PS as an isolated structure at a distorted geometry, computed with ωB97M-V/def2-TZVPD.

```
124
Properties=species:S:1:pos:R:3:forces:R:3:lowdin_charge:R:1
Cd 0.33286 1.49356 0.66220 0.40 -0.17 -0.23 1.370
C 4.22609 -4.44448 2.79308 -0.04 0.06 0.01 -0.087
C 4.83485 -3.46567 3.57863 -0.04 -0.01 -0.05 -0.091
C 4.42596 -2.13853 3.50165 -0.02 -0.02 0.05 -0.002
C 3.38448 -1.84208 2.64485 0.05 0.02 0.11 -0.078
C 2.82264 -0.52180 2.18196 -0.12 0.05 -0.13 -0.388
N 3.66494 -0.13815 0.98926 -0.20 0.01 0.33 0.101
C 3.16489 -0.54191 -0.37646 0.00 -0.16 -0.18 -0.175
C 4.20545 -1.21608 -1.28465 -0.02 0.04 0.16 -0.100
C 5.56392 -1.29544 -1.06053 0.07 -0.01 -0.03 -0.051
C 6.38850 -1.89800 -2.00938 -0.05 0.03 -0.02 -0.106
C 5.84296 -2.42642 -3.17100 -0.11 0.01 0.03 -0.106
C 4.46160 -2.40790 -3.36539 0.10 0.00 -0.02 -0.027
C 3.62947 -1.83324 -2.41913 -0.19 -0.09 -0.02 -0.077
C 2.13965 -2.01564 -2.47330 0.78 0.09 -0.36 -0.286
N 1.51194 -2.14305 -3.69717 -0.41 -0.28 -0.08 0.167
C 0.36642 -1.49462 -3.78748 0.15 0.28 -0.27 -0.308
N -0.16940 -0.75296 -2.81952 -0.13 0.15 0.02 0.071
C -0.63407 0.38626 -3.42287 0.25 -0.36 -0.51 -0.311
N -0.28051 1.58319 -3.09430 -0.23 0.24 0.42 0.169
C 0.89669 1.59402 -2.28790 0.02 -0.02 -0.17 -0.335
N 1.20685 0.77200 -1.25712 -0.25 0.08 0.26 0.003
C 2.54840 0.55830 -1.23433 0.17 -0.13 0.13 -0.203
N 2.33145 -1.81897 -0.26674 -0.26 0.13 0.15 0.017
C 1.73994 -2.10051 0.99598 -0.20 0.16 -0.14 -0.313
N 1.47426 -0.81593 1.66241 -0.17 0.24 0.20 0.056
C 2.76586 -2.80209 1.88207 -0.03 -0.18 -0.15 -0.076
C 3.18524 -4.11826 1.92808 0.03 -0.02 0.00 -0.009
C 3.14784 1.26952 -2.29911 0.13 -0.09 -0.04 -0.114
C 4.44891 1.36453 -2.87036 -0.13 -0.03 0.03 -0.049
C 4.64661 2.14273 -3.97615 -0.15 0.10 -0.08 -0.123
C 3.57847 2.87023 -4.58177 0.14 -0.08 0.06 -0.127
C 2.31148 2.77759 -4.07680 0.00 -0.08 0.13 -0.043
C 2.08796 1.98787 -2.92619 0.06 0.10 -0.30 -0.130
C -1.04330 0.02243 -4.83698 -0.13 0.05 0.34 -0.093
C -1.81169 0.61362 -5.81246 -0.06 0.03 -0.14 -0.039
C -1.93722 -0.04185 -7.04426 0.02 0.07 0.10 -0.118
C -1.26396 -1.23014 -7.28935 0.08 -0.04 0.09 -0.119
C -0.43866 -1.79557 -6.30865 0.02 0.02 -0.12 -0.037
C -0.35096 -1.16609 -5.08815 0.15 -0.22 0.25 -0.090
N 1.53154 -2.11821 -1.34099 0.24 -0.12 0.24 0.074
H 4.56940 -5.47035 2.85626 0.00 0.00 0.00 0.091
H 5.64851 -3.73985 4.24008 -0.02 -0.01 0.01 0.090
H 4.90381 -1.36465 4.09082 -0.02 0.00 -0.04 0.115
H 5.97253 -0.86707 -0.15333 -0.01 -0.03 -0.02 0.100
H 7.46019 -1.93333 -1.84611 -0.01 -0.02 0.00 0.088
H 6.48702 -2.87689 -3.91759 0.00 0.01 0.00 0.085
H 4.00777 -2.85372 -4.24239 0.02 0.01 0.01 0.102
H 2.71688 -4.87774 1.31340 0.03 0.01 0.00 0.112
H 5.28344 0.81936 -2.44982 -0.02 0.05 -0.01 0.093
H 5.64028 2.20483 -4.40825 0.00 0.01 0.00 0.085
H 3.77507 3.47783 -5.45838 0.01 0.00 -0.01 0.075
H 1.47677 3.29034 -4.54045 0.00 -0.01 0.00 0.098
H -2.31430 1.55541 -5.62599 0.01 -0.01 -0.01 0.103
H -2.56783 0.38369 -7.81696 0.00 0.01 0.00 0.084
H -1.37480 -1.71941 -8.25043 0.00 -0.01 0.00 0.083
H 0.11349 -2.70902 -6.49533 0.01 0.02 -0.01 0.103
N -2.63656 0.07332 0.64823 0.08 -0.06 -0.09 0.069
C -3.13319 -1.18432 1.00799 -0.01 0.28 -0.08 -0.335
C -4.32937 -1.26813 1.72497 -0.07 -0.12 0.05 -0.057
C -4.84869 -2.50189 2.08104 0.05 0.01 -0.06 -0.119
C -4.17813 -3.66470 1.72301 0.08 0.08 -0.01 -0.113
C -2.97633 -3.56529 1.02861 0.01 -0.17 0.09 -0.104
C -2.41292 -2.34486 0.67176 0.07 0.27 -0.19 -0.277
P -0.77245 -2.06568 -0.27371 -0.84 -0.23 0.59 1.179
C -0.95548 -3.57092 -1.31950 0.12 -0.01 -0.01 -0.365
C -2.09870 -3.63973 -2.11628 -0.03 0.03 -0.02 -0.106
C -2.29919 -4.68926 -2.99994 0.06 -0.02 0.03 -0.094
C -1.36022 -5.71076 -3.09441 0.00 0.06 0.05 -0.112
C -0.21114 -5.64926 -2.31942 -0.06 0.08 0.02 -0.090
C -0.00546 -4.57890 -1.45475 0.06 -0.08 -0.04 -0.109
C 0.25290 -2.55789 1.22735 0.68 0.14 -0.10 -0.328
C 0.02712 -3.94147 1.75664 0.04 0.11 -0.13 -0.094
C 0.05780 -4.22042 3.05644 0.03 0.12 0.28 -0.080
C 0.35902 -3.19520 4.06815 -0.11 -0.26 -0.08 -0.074
C 0.47731 -1.91330 3.74322 -0.07 0.11 -0.15 -0.023
C 0.26760 -1.41844 2.33827 0.38 -0.34 0.10 -0.180
H -3.30234 0.83048 0.66525 -0.03 0.01 0.05 0.079
H -2.12579 0.06084 -0.22785 0.10 0.09 0.04 0.030
H -4.85507 -0.35544 1.98715 0.01 -0.02 -0.02 0.100
H -5.78970 -2.55351 2.61700 0.02 0.00 0.03 0.089
H -4.57849 -4.63677 1.98447 0.00 0.00 -0.01 0.086
H -2.45878 -4.48134 0.76108 -0.06 0.07 -0.05 0.098
H -2.83764 -2.84833 -2.04912 0.01 -0.02 -0.02 0.109
H -3.18586 -4.70383 -3.62249 0.00 0.00 0.01 0.094
H -1.51605 -6.53725 -3.77792 0.01 0.02 -0.01 0.088
H 0.54360 -6.42253 -2.40204 0.00 0.01 0.00 0.094
H 0.92742 -4.51576 -0.90791 -0.05 -0.01 -0.01 0.094
H -0.18933 -4.73208 1.04892 0.03 0.04 0.00 0.090
H -0.13111 -5.23425 3.39277 0.01 0.01 0.01 0.098
H 0.49135 -3.50914 5.09772 0.00 0.00 -0.02 0.095
H 0.70589 -1.15660 4.48618 -0.02 0.00 -0.01 0.117
H -0.57563 -0.72753 2.33236 -0.05 0.13 -0.10 0.113
O -2.25503 3.22642 -0.41017 0.04 0.02 0.05 0.069
B -0.96100 3.21918 0.16836 -0.14 0.27 -0.15 -0.489
O -0.44461 4.53873 0.07248 -0.22 -0.07 -0.06 0.077
C -1.37984 5.28300 -0.59003 0.30 -0.03 0.21 -0.224
C -1.33122 6.61100 -0.93938 -0.08 0.16 -0.10 0.001
C -2.44089 7.12913 -1.61642 0.05 -0.08 0.05 -0.111
C -3.53758 6.32863 -1.91795 0.04 -0.08 0.05 -0.112
C -3.56946 4.97871 -1.55189 -0.10 0.16 -0.10 -0.002
C -2.47244 4.48935 -0.88593 -0.12 -0.32 0.08 -0.227
H -0.46486 7.21657 -0.70756 -0.02 -0.01 0.00 0.115
H -2.44101 8.16994 -1.91615 0.00 -0.01 0.00 0.088
H -4.38008 6.75415 -2.44929 0.01 0.00 0.00 0.088
H -4.40860 4.33919 -1.79358 0.02 0.02 0.02 0.114
C 5.92889 3.74778 -1.12656 -0.03 -0.01 -0.01 -0.069
C 4.87208 3.11852 -0.26069 -0.01 0.22 0.01 -0.294
C 3.70191 3.93932 0.05500 0.24 -0.04 -0.14 -0.069
C 2.79689 3.50719 0.94855 -0.09 -0.26 0.04 -0.123
C 2.88083 2.17598 1.49901 0.27 0.23 -0.33 -0.370
C 4.09067 1.28106 1.23448 -0.21 0.05 -0.33 -0.245
C 5.03595 1.89307 0.24561 -0.05 -0.01 0.10 -0.024
S 2.30634 1.91128 3.03859 -0.40 -0.14 0.30 0.612
O 2.85310 0.40000 3.24764 0.19 -0.33 -0.12 -0.153
O 2.86977 2.61534 4.15882 0.06 0.03 0.10 -0.288
O 0.84803 1.82233 3.06573 -0.17 0.07 0.19 -0.404
H 5.47721 4.18207 -2.02174 0.02 -0.03 0.01 0.071
H 6.67241 3.01425 -1.44282 -0.02 0.02 0.01 0.070
H 6.43886 4.54966 -0.58084 -0.03 0.01 -0.02 0.072
H 3.57473 4.89200 -0.44484 0.04 0.00 0.02 0.098
H 1.96056 4.14105 1.22730 -0.05 -0.04 -0.04 0.099
H 4.67334 1.16117 2.15071 0.16 0.02 0.11 0.139
H 5.96090 1.35445 0.05825 -0.08 -0.01 -0.07 0.103
```
Positions in Å, forces in eV/Å.

Values from the calculation:
Net charge: -2
Energy above the lowest of the compared OMol25 structures with the same formula, charge and spin (kJ/mol): 1017.6
E_tot (hartree): -4227.66790
Multiplicity: 1
E_HOMO (hartree): -0.0406
LUMO (eV): 4.11
Orbital gap (eV): 5.216
F_max (hartree/bohr): 0.0204

---

Which of these has the lowest F_max?
C63H43BCdN9O5PS